No. 1
{
  "formula": "C31H57N4O15S",
  "method": "the ωB97M-V functional and the def2-TZVPD basis",
  "species": ["C", "C", "S", "C", "N", "C", "N", "C", "C", "N", "C", "C", "C", "N", "C", "C", "H", "H", "H", "H", "H", "H", "H", "H", "H", "H", "H", "H", "H", "H", "H", "H", "H", "C", "C", "O", "C", "O", "O", "C", "H", "H", "H", "H", "H", "H", "H", "H", "C", "C", "O", "C", "O", "O", "C", "H", "H", "H", "H", "H", "H", "H", "H", "C", "C", "O", "C", "O", "O", "C", "H", "H", "H", "H", "H", "H", "H", "H", "C", "C", "O", "C", "O", "O", "C", "H", "H", "H", "H", "H", "H", "H", "H", "C", "C", "O", "C", "O", "O", "C", "H", "H", "H", "H", "H", "H", "H", "H"],
  "coordinates": [[-4.0737, 2.1176, -4.1936], [-5.0109, 1.1781, -3.3279], [-4.4668, 1.1315, -1.5617], [-3.4492, -0.3995, -1.3657], [-2.0325, -0.0807, -0.9811], [-1.6994, 0.5943, 0.0726], [-2.6145, 1.1023, 1.0418], [-1.9272, 2.0451, 1.9552], [-0.7013, 2.3871, 1.0193], [-0.4265, 1.0016, 0.5694], [0.7304, 0.8114, -0.2602], [1.0964, -0.4720, -0.8630], [2.2348, -0.7026, -1.7171], [3.0959, 0.3475, -2.0213], [2.7967, 1.5189, -1.4382], [1.6952, 1.8842, -0.5739], [-3.5137, 2.8665, -3.5854], [-4.7308, 2.6089, -4.9575], [-3.2940, 1.4834, -4.6983], [-4.9557, 0.1209, -3.7013], [-6.0466, 1.5853, -3.3346], [-3.8612, -1.0953, -0.5934], [-3.4197, -0.8952, -2.3697], [-1.3080, -0.4316, -1.6085], [-3.1340, 0.3218, 1.4479], [-2.5692, 2.9216, 2.2236], [-1.5932, 1.4156, 2.8162], [0.1282, 2.9783, 1.4603], [-1.1711, 3.0268, 0.2210], [0.4276, -1.3461, -0.6567], [2.3850, -1.7257, -2.1343], [3.5140, 2.3502, -1.6566], [1.5723, 2.9074, -0.1583], [-4.0384, -1.3654, 7.6099], [-2.9510, -0.4209, 7.1405], [-1.8322, -1.1433, 6.6029], [-1.9949, -1.6176, 5.3658], [-2.9772, -1.4825, 4.6756], [-0.8863, -2.2967, 5.0302], [-0.9664, -2.9429, 3.7623], [-3.6329, -2.0998, 8.3084], [-4.8411, -0.8137, 8.1009], [-4.4665, -1.9222, 6.7749], [-2.5705, 0.1476, 7.9892], [-3.3284, 0.2993, 6.4112], [-1.2531, -2.2415, 2.9769], [-1.6716, -3.7734, 3.8100], [0.0213, -3.3379, 3.5300], [4.6055, -1.3562, -4.8356], [3.2131, -0.9802, -5.2985], [3.2510, -0.2953, -6.5565], [3.4276, -1.0763, -7.6288], [3.5409, -2.2759, -7.6198], [3.4810, -0.2918, -8.7085], [3.7628, -0.9915, -9.9222], [5.2533, -0.4778, -4.8175], [4.5729, -1.7953, -3.8371], [5.0656, -2.0775, -5.5130], [2.7690, -0.2943, -4.5765], [2.5580, -1.8533, -5.3592], [3.0714, -1.8209, -10.0710], [4.7933, -1.3483, -9.9161], [3.6423, -0.2884, -10.7441], [4.0097, -5.6894, -6.6977], [3.9116, -5.5276, -8.2005], [4.5107, -6.6406, -8.8798], [3.7716, -7.7539, -8.9219], [2.6672, -7.8918, -8.4597], [4.4825, -8.6988, -9.5486], [3.8468, -9.9762, -9.5830], [5.0454, -5.8633, -6.3972], [3.6368, -4.7977, -6.1912], [3.4299, -6.5478, -6.3541], [4.4669, -4.6416, -8.5072], [2.8786, -5.3898, -8.5254], [2.8383, -9.9060, -9.9903], [3.8263, -10.4097, -8.5824], [4.4377, -10.6217, -10.2305], [-4.2961, 9.4188, 3.3927], [-3.7361, 8.5216, 2.3084], [-3.4025, 7.2241, 2.8282], [-4.4350, 6.3982, 3.0173], [-5.5897, 6.6366, 2.7823], [-3.9608, 5.2550, 3.5396], [-4.9750, 4.3105, 3.8811], [-3.6123, 9.4661, 4.2427], [-4.4586, 10.4276, 3.0111], [-5.2465, 9.0378, 3.7690], [-2.8082, 8.9475, 1.9254], [-4.4228, 8.4309, 1.4645], [-5.6355, 4.1141, 3.0359], [-5.5475, 4.6665, 4.7378], [-4.4823, 3.3783, 4.1565], [3.1348, 0.2842, 10.7514], [2.8488, 1.6567, 10.1774], [3.0902, 1.6883, 8.7625], [2.1370, 1.1424, 8.0044], [1.1102, 0.6496, 8.3958], [2.5320, 1.2176, 6.7247], [1.6442, 0.5825, 5.8097], [4.1432, -0.0400, 10.4864], [3.0390, 0.2942, 11.8380], [2.4452, -0.4620, 10.3537], [3.5264, 2.3863, 10.6216], [1.8311, 1.9835, 10.3996], [0.6218, 0.9439, 5.9295], [1.6852, -0.4997, 5.9404], [1.9775, 0.8230, 4.8004]],
  "lowdin_charge": [-0.1627, -0.5065, 0.8433, -0.3916, 0.0891, -0.2612, 0.0628, -0.0941, -0.1011, 0.0184, -0.1663, -0.0296, -0.0921, 0.0589, -0.1338, 0.0283, 0.0603, 0.0796, 0.0743, 0.0757, 0.0756, 0.0989, 0.1017, 0.1470, 0.1521, 0.1298, 0.1322, 0.1388, 0.1503, 0.1083, 0.1200, 0.1233, 0.1041, -0.0610, -0.2066, 0.0380, -0.6006, 0.1019, 0.0018, -0.0456, 0.0867, 0.0838, 0.0742, 0.1270, 0.1181, 0.0780, 0.1035, 0.0962, -0.0630, -0.2267, 0.0401, -0.5936, 0.1137, 0.0109, -0.0348, 0.0868, 0.0695, 0.0749, 0.0933, 0.1200, 0.0965, 0.1014, 0.0954, -0.0630, -0.2154, 0.0370, -0.6021, 0.1184, 0.0047, -0.0440, 0.0839, 0.0645, 0.0738, 0.1109, 0.1253, 0.0957, 0.0987, 0.0938, -0.0631, -0.2100, 0.0307, -0.6028, 0.1332, -0.0152, -0.0485, 0.0840, 0.0838, 0.0766, 0.1223, 0.1244, 0.0973, 0.1037, 0.0822, -0.0653, -0.2093, 0.0383, -0.5991, 0.1222, 0.0053, -0.0516, 0.0833, 0.0822, 0.0745, 0.1237, 0.1237, 0.0887, 0.1007, 0.0880],
  "charge": 1,
  "homo_ha": -0.434
}

=====

No. 2
{
  "formula": "C5H8O",
  "method": "the ωB97M-V functional and the def2-TZVPD basis",
  "species": ["C", "O", "C", "C", "C", "C", "H", "H", "H", "H", "H", "H", "H", "H"],
  "coordinates": [[-2.0829, 0.0962, 0.1047], [-1.6958, -1.0481, -0.6220], [-0.4299, -1.0300, -1.2187], [0.1613, 0.3317, -1.4781], [1.1595, 0.6255, -0.8509], [2.2271, 0.7188, 0.1190], [-2.2794, 0.9435, -0.5692], [-3.0076, -0.1892, 0.6127], [-1.3476, 0.4210, 0.8606], [0.3183, -1.4935, -0.5489], [-0.4608, -1.6273, -2.1275], [1.8221, 0.5330, 1.1260], [3.0072, -0.0266, -0.0813], [2.6447, 1.7214, 0.0706]],
  "lowdin_charge": [-0.1200, -0.1817, -0.2529, -0.0207, -0.1005, -0.0796, 0.0882, 0.0882, 0.0870, 0.1158, 0.1137, 0.0922, 0.0897, 0.0805],
  "smiles": "CC#CCOC",
  "e_above_lowest_ev": 3.9986,
  "homo_ha": -0.333
}

=====

No. 3
{
  "formula": "C12H19NO2S",
  "method": "the ωB97M-V functional and the def2-TZVPD basis",
  "species": ["C", "N", "H", "C", "C", "O", "C", "C", "C", "H", "H", "S", "C", "C", "C", "C", "C", "C", "H", "H", "H", "H", "H", "O", "H", "H", "H", "H", "H", "H", "H", "H", "H", "H", "H"],
  "coordinates": [[2.9689, -5.0709, -0.3131], [1.5310, -5.2554, -0.3054], [1.2907, -6.0110, -0.9396], [0.7855, -4.0677, -0.6801], [0.8035, -3.0366, 0.4593], [-0.2572, -2.1097, 0.3951], [-0.1441, -1.1668, -0.6429], [-1.2654, -0.1369, -0.4872], [-1.1123, 0.6115, 0.8379], [-0.1418, 1.0986, 0.9133], [-1.2329, -0.0932, 1.6587], [-2.4015, 1.8889, 1.0544], [-1.5494, 3.4170, 0.7337], [-0.4702, 3.5240, -0.1320], [0.1272, 4.7576, -0.3265], [-0.3534, 5.8840, 0.3180], [-1.4448, 5.7761, 1.1652], [-2.0400, 4.5480, 1.3773], [-2.8859, 4.4503, 2.0405], [-1.8295, 6.6502, 1.6692], [0.1172, 6.8424, 0.1581], [0.9700, 4.8349, -0.9975], [-0.0962, 2.6643, -0.6669], [-1.2022, 0.7195, -1.6010], [-1.9170, 1.3656, -1.5174], [-2.2254, -0.6752, -0.4722], [0.8305, -0.6566, -0.6014], [-0.2445, -1.6336, -1.6312], [0.6664, -3.5672, 1.4040], [1.7638, -2.5021, 0.4818], [1.1714, -3.6083, -1.6077], [-0.2550, -4.3581, -0.8438], [3.3497, -4.6629, -1.2622], [3.4469, -6.0308, -0.1286], [3.2458, -4.3898, 0.4902]],
  "lowdin_charge": [-0.1405, -0.1402, 0.1024, -0.2292, -0.2094, -0.1423, -0.1811, -0.4350, -0.3972, 0.0888, 0.0809, 0.9619, -0.5297, -0.1016, -0.0829, -0.0953, -0.0892, -0.1231, 0.0974, 0.1031, 0.0996, 0.1043, 0.0928, -0.0473, 0.0764, 0.1500, 0.1394, 0.1310, 0.1303, 0.1190, 0.1129, 0.1259, 0.0793, 0.0769, 0.0718],
  "smiles": "CNCCOC[C@H](O)CSc1ccccc1",
  "e_above_lowest_ev": 0.9427,
  "homo_ha": -0.305
}

=====

No. 4
{
  "formula": "C3H10N2O",
  "method": "the ωB97M-V functional and the def2-TZVPD basis",
  "species": ["C", "C", "O", "H", "H", "H", "H", "N", "C", "N", "H", "H", "H", "H", "H", "H"],
  "coordinates": [[-0.2243, 1.8313, 0.8950], [0.1600, 1.0966, 1.9169], [0.4823, -0.2545, 1.8351], [-0.3055, 2.9026, 1.0485], [-0.5853, 1.5625, -0.0890], [0.3087, 1.4781, 2.9252], [1.2149, -0.3880, 2.4384], [-0.9076, -1.3050, -0.6141], [-0.5441, -0.7634, -1.9074], [0.8593, -0.2740, -1.9923], [-0.5381, -2.2490, -0.5783], [-0.4957, -0.8226, 0.1786], [-0.7184, -1.5164, -2.6777], [-1.2025, 0.0871, -2.1824], [0.9707, 0.3716, -1.2128], [1.4281, -1.0563, -1.6687]],
  "lowdin_charge": [0.0154, -0.2459, -0.0499, 0.0582, 0.0503, 0.1120, 0.0964, -0.0002, -0.3719, -0.0121, 0.0602, 0.0101, 0.0990, 0.0981, 0.0262, 0.0542],
  "smiles": "C=CO.NCN",
  "e_above_lowest_ev": 2.0331,
  "homo_ha": -0.320
}

=====

No. 5
{
  "formula": "C2H4N4OS",
  "method": "the ωB97M-V functional and the def2-TZVPD basis",
  "species": ["C", "C", "H", "H", "H", "H", "N", "N", "N", "N", "O", "S"],
  "coordinates": [[0.6577, 0.9692, -1.5047], [0.2768, -0.2961, 0.6108], [1.6004, 0.3938, -1.7082], [0.0701, 1.1492, -2.3946], [1.0760, 1.8640, -0.9995], [-0.1554, -1.0695, 2.7381], [-0.1343, 0.2324, -0.5778], [-1.3505, -0.1718, -0.8950], [-1.8744, -0.7680, 0.1240], [-0.8910, -0.7719, 1.0516], [-0.9974, -1.3859, 2.2071], [1.7220, -0.1454, 1.3480]],
  "lowdin_charge": [-0.0385, -0.8323, 0.1005, 0.0905, 0.0973, 0.1285, -0.1821, 0.0565, 0.1143, -0.2236, 0.0375, 0.6514],
  "smiles": "Cn1nnn(O)c1=S",
  "e_above_lowest_ev": 2.2195,
  "homo_ha": -0.324
}

=====

Taking the records one at a time from the top gives strongest force on any atom values of 0.083; 0.021; 0.012; 0.026; 0.056 Eh/bohr.
Taking the records one at a time from the top gives orbital gap values of 8.53; 9.94; 9.16; 9.28; 9.49 eV.